{"formula": "C23H56BO17", "method": "ωB97M-V/def2-TZVPD", "energy_ha": -2213.9931, "largest_force_ev_per_a": 5.051, "s2": 0.76, "charge": -2, "multiplicity": 2, "homo_ev": [1.15, -4.37], "symbols": ["O", "C", "O", "B", "O", "C", "O", "O", "C", "O", "C", "O", "O", "C", "O", "H", "H", "H", "H", "C", "O", "H", "H", "H", "H", "C", "O", "H", "H", "H", "H", "C", "O", "H", "H", "H", "H", "C", "C", "C", "O", "H", "H", "H", "H", "H", "H", "H", "H", "C", "C", "C", "O", "H", "H", "H", "H", "H", "H", "H", "H", "C", "C", "C", "O", "H", "H", "H", "H", "H", "H", "H", "H", "C", "C", "C", "O", "H", "H", "H", "H", "H", "H", "H", "H", "C", "C", "C", "O", "H", "H", "H", "H", "H", "H", "H", "H"], "positions_angstrom": [[-2.02908, -0.74870, -1.44247], [-1.34949, -0.09982, -0.60453], [-0.14539, -0.40478, -0.24399], [0.32530, 0.67555, 0.65582], [-0.73091, 1.72783, 0.56603], [-1.71786, 1.32028, -0.13921], [-2.79651, 1.90699, -0.40390], [1.60225, 1.25962, 0.34516], [2.46601, 0.76477, 1.21033], [3.71092, 0.95679, 1.17109], [1.71342, 0.07591, 2.35022], [0.49669, 0.11224, 2.04870], [2.27869, -0.36691, 3.36273], [0.07035, 4.67318, 1.87010], [0.92238, 5.77173, 2.03166], [-0.83350, 4.89584, 2.43718], [-0.18679, 4.41866, 0.84190], [0.31577, 3.72691, 2.35222], [1.38100, 5.49623, 2.82876], [-5.25647, 1.60459, -2.99931], [-4.69617, 2.89778, -2.59224], [-4.48972, 0.83026, -3.02417], [-5.90466, 1.21924, -2.21225], [-5.84957, 1.51591, -3.90949], [-3.96482, 2.73710, -1.99148], [5.65706, -0.19223, 4.29350], [4.41845, -0.53912, 4.89615], [6.20788, 0.05288, 5.20159], [6.03888, -1.07199, 3.77548], [5.62868, 0.56176, 3.50688], [3.82282, -0.56848, 4.14385], [4.60635, 4.08661, 0.13278], [5.51535, 3.33971, 0.98798], [5.01236, 4.50877, -0.78648], [3.84062, 3.36375, -0.14871], [4.03912, 4.90955, 0.56765], [5.11502, 2.49974, 1.22419], [7.53106, 0.10371, 0.57368], [6.75893, 0.34141, -0.66472], [7.49041, 0.03107, -1.95772], [5.54433, -0.42847, -0.46722], [7.77885, -0.95704, 0.61246], [6.99230, 0.42013, 1.46683], [8.43079, 0.70891, 0.46267], [6.34428, 1.34944, -0.65844], [6.86700, 0.23202, -2.82898], [7.79961, -1.01378, -1.98613], [8.45020, 0.53831, -1.85963], [4.80636, 0.15571, -0.27819], [-1.50582, 1.41752, 4.47416], [-2.66501, 1.60123, 3.59834], [-3.10028, 0.45307, 2.81714], [-3.70971, 2.01199, 4.39920], [-1.71742, 0.68468, 5.25279], [-1.37616, 2.36546, 4.99633], [-0.62530, 0.96724, 4.01586], [-2.43382, 2.39660, 2.88980], [-3.39535, -0.37940, 3.45592], [-2.26095, 0.05054, 2.25005], [-3.96209, 0.70133, 2.19766], [-3.90113, 2.95262, 4.41289], [-4.77515, -1.65884, 0.12667], [-4.10962, -2.59516, 1.20498], [-5.15135, -2.71287, 2.35930], [-3.68993, -3.85755, 0.75010], [-4.99247, -0.65207, 0.48345], [-5.73585, -2.13502, -0.06936], [-4.35682, -1.67400, -0.87974], [-3.22958, -2.08735, 1.59963], [-4.76019, -3.30096, 3.18950], [-6.07946, -3.16842, 2.01408], [-5.25335, -1.71015, 2.77434], [-3.11275, -3.63530, 0.01588], [0.04202, -4.11108, -1.36750], [-1.22980, -4.36054, -2.18919], [-1.76357, -5.79556, -2.04583], [-2.23920, -3.60657, -1.56755], [0.04771, -3.14333, -0.86596], [0.98079, -3.99570, -1.90927], [0.22657, -4.89363, -0.63152], [-1.01080, -4.26423, -3.25261], [-2.72397, -5.86210, -2.55702], [-2.05235, -5.97566, -1.01033], [-1.12891, -6.54589, -2.51733], [-2.11613, -2.70226, -1.86534], [-0.40038, -0.38533, -4.78953], [-1.91317, -0.47683, -5.03710], [-2.61271, 0.85686, -5.01352], [-2.18160, -0.91834, -6.31296], [-0.03055, -1.41066, -4.79236], [-0.19542, 0.13212, -3.85233], [0.13227, 0.19177, -5.54542], [-2.38635, -1.18358, -4.35542], [-2.28870, 1.58459, -5.75751], [-2.50693, 1.38215, -4.06433], [-3.68554, 0.78429, -5.19206], [-3.09227, -0.73524, -6.55533]]}